# CH4N2O

2 unconnected molecules or ions with the total composition CH4N2O at a distorted geometry (the ωB97M-V functional and the def2-TZVPD basis, the OMol25 dataset).

## Properties
E_HOMO (alpha / beta): -7.81 / -7.81 eV
energy relative to the best compared isomer or geometry (same formula, charge and spin): 9.310 eV
M: 60.06 g mol⁻¹
LUMO energy (alpha / beta): -0.13 / -0.13 eV

```
! wB97M-V def2-TZVPD RIJCOSX def2/J DEFGRID3
* xyz 0 1
C -0.43 0.15 -0.35
N -1.25 -0.56 -2.17
N 1.35 0.21 1.16
O 0.73 -0.23 -0.07
H -1.09 0.74 0.28
H -2.12 -0.04 -2.08
H 2.13 -0.42 1.31
H 0.67 0.15 1.92
*
```

# CH4N2O2

2 unconnected molecules or ions with the total composition CH4N2O2 at a distorted geometry (the ωB97M-V functional and the def2-TZVPD basis, the OMol25 dataset).

## Properties
E_HOMO: 3.42 eV
energy relative to the best compared isomer or geometry (same formula, charge and spin): 1.692 eV
M: 76.05 g mol⁻¹
LUMO energy: 8.05 eV

```
! wB97M-V def2-TZVPD RIJCOSX def2/J DEFGRID3
* xyz -2 1
C 0.25 -0.87 0.81
N -1.24 0.84 -1.03
N 0.34 -1.05 -0.46
O -0.72 1.81 -0.07
O 1.56 -1.05 -1.00
H 1.05 -0.77 1.59
H -0.03 1.24 0.53
H -0.73 -0.95 1.31
H -0.46 0.79 -1.68
*
```

# CH4N2O2

2 unconnected molecules or ions with the total composition CH4N2O2 at a distorted geometry (the ωB97M-V functional and the def2-TZVPD basis, the OMol25 dataset).

## Properties
E_HOMO (alpha / beta): -8.77 / -8.64 eV
energy relative to the best compared isomer or geometry (same formula, charge and spin): 5.432 eV
M: 76.05 g mol⁻¹
LUMO energy (alpha / beta): 0.40 / -0.51 eV

```
! wB97M-V def2-TZVPD RIJCOSX def2/J DEFGRID3
* xyz 0 1
C 0.82 0.32 0.47
N -1.11 0.16 -1.90
N -0.01 -0.82 0.18
O -1.03 -0.94 1.07
O -0.33 1.04 -2.01
H 0.61 0.90 1.36
H 1.73 -0.14 0.52
H 0.87 1.07 -0.40
H -1.55 -1.58 0.72
*
```

# CH4N2O2

CH4N2O2 in the gas phase at a distorted geometry (the ωB97M-V functional and the def2-TZVPD basis, the OMol25 dataset).

## Properties
E_HOMO: -9.07 eV
energy relative to the best compared isomer or geometry (same formula, charge and spin): 1.634 eV
M: 76.05 g mol⁻¹
LUMO energy: 0.78 eV

```
! wB97M-V def2-TZVPD RIJCOSX def2/J DEFGRID3
* xyz 0 1
N 0.31 0.17 -1.57
C 0.60 -0.03 -0.22
O 1.59 -0.15 0.45
N -0.79 -0.15 0.64
O -0.54 0.23 1.97
H -0.62 0.02 -1.73
H 0.96 -0.04 -2.23
H -1.54 0.34 0.35
H 0.03 -0.40 2.34
*
```